[1]
ORCA calculation (ωB97M-V/def2-TZVPD) on 2 unconnected molecules or ions with the total composition C2H3NOS in a non-equilibrium geometry.

Geometry (Å):
N  1.66  2.49  0.25
O  1.25  -0.72  -1.07
H  -1.74  -0.50  -0.79
C  1.28  1.42  0.09
H  0.01  -0.37  0.62
C  0.88  0.09  -0.08
H  1.61  -0.15  -1.75
S  -1.99  0.79  -0.37

**2S+1**: 1
**Total charge**: 0
**ΔE to the lowest compared entry with this formula, charge and spin**: 3.826 eV

Mulliken charges, unit e, in atom order: atom 1 (N): -0.261, atom 2 (O): -0.362, atom 3 (H): 0.108, atom 4 (C): 0.185, atom 5 (H): 0.459, atom 6 (C): -0.128, atom 7 (H): 0.355, atom 8 (S): -0.357


[2]
ORCA calculation (ωB97M-V/def2-TZVPD) on C4H9NO in the gas phase in a non-equilibrium geometry.

Geometry (Å):
C  0.77  0.02  -0.83
H  -2.61  -1.03  0.05
H  -0.19  -1.51  0.46
C  -1.39  0.48  0.38
H  2.18  0.94  0.42
O  -1.14  1.67  0.37
N  -2.61  -0.14  0.49
C  2.19  0.18  -0.36
H  0.42  0.96  -1.27
H  2.54  -0.77  0.07
H  -0.31  -0.05  1.49
H  0.75  -0.73  -1.66
H  2.86  0.48  -1.17
H  -3.30  -0.05  1.21
C  -0.20  -0.42  0.33

**Structure (SMILES)**: CCCC(N)=O
**2S+1**: 1
**Total charge**: 0
**ΔE to the lowest compared entry with this formula, charge and spin**: 2.075 eV

Mulliken charges, unit e, in atom order: atom 1 (C): -0.351, atom 2 (H): 0.251, atom 3 (H): 0.464, atom 4 (C): 0.191, atom 5 (H): 0.297, atom 6 (O): -0.538, atom 7 (N): -0.423, atom 8 (C): -1.153, atom 9 (H): 0.328, atom 10 (H): 0.299, atom 11 (H): 0.168, atom 12 (H): 0.284, atom 13 (H): 0.337, atom 14 (H): 0.209, atom 15 (C): -0.364


[3]
ORCA calculation (ωB97M-V/def2-TZVPD) on a molecular structure, C3H5EuO3 in a non-equilibrium geometry.

Geometry (Å):
O  2.43  0.44  0.64
Eu  0.45  -1.98  -1.17
H  -2.65  0.72  -0.38
H  3.04  -0.22  0.30
C  -1.55  0.57  -0.47
H  -1.18  1.41  -1.09
C  -1.03  0.69  0.95
H  -1.45  1.57  1.45
C  1.19  0.05  0.43
O  0.41  0.89  1.02
O  -1.31  -0.74  -0.87
H  -1.26  -0.41  1.30

**2S+1**: 8
**Total charge**: +1
**ΔE to the lowest compared entry with this formula, charge and spin**: 0.638 eV
**Expectation value of S²**: 15.76

Mulliken charges, unit e, in atom order: atom 1 (O): -0.314, atom 2 (Eu): 1.515, atom 3 (H): 0.337, atom 4 (H): 0.402, atom 5 (C): -0.442, atom 6 (H): 0.269, atom 7 (C): -0.247, atom 8 (H): 0.339, atom 9 (C): -0.082, atom 10 (O): -0.258, atom 11 (O): -0.766, atom 12 (H): 0.247


[4]
ORCA calculation (ωB97M-V/def2-TZVPD) on 4 unconnected molecules or ions with the total composition C27H39Cl2NO10P in a non-equilibrium geometry.

Geometry (Å):
C  -8.93  3.18  -1.51
Cl  -0.65  5.09  -2.64
H  8.06  2.23  -0.46
C  3.54  -7.19  2.62
C  -2.18  -0.40  -0.48
H  4.83  -5.81  1.56
C  -6.82  2.83  0.32
C  7.38  1.40  -0.71
C  -7.08  0.94  -1.86
C  -6.31  1.47  -0.50
C  -2.65  5.30  -0.67
H  7.86  0.71  -2.71
N  -2.45  1.11  -0.61
H  -8.46  4.71  0.41
H  -2.30  3.25  -3.49
C  7.01  0.54  0.47
H  4.58  -0.55  3.28
O  -3.66  1.36  -4.72
H  -4.18  -1.60  -2.95
H  -3.88  2.72  0.13
H  1.82  -7.21  3.94
H  5.55  -6.51  3.06
H  9.06  0.25  -1.48
H  -2.06  -0.58  0.69
H  -1.03  3.60  -0.72
H  -9.07  1.54  -3.28
H  -0.69  -1.96  -1.22
C  -1.77  4.11  -1.46
H  -3.12  6.07  -1.42
H  6.48  1.83  -1.15
O  7.30  -0.81  -1.43
H  4.06  0.09  1.71
O  6.17  -1.72  0.34
C  6.75  -0.78  -0.18
C  2.47  0.00  3.15
H  -6.70  0.00  -2.45
H  3.43  -2.66  2.87
H  6.12  0.92  0.97
H  -3.52  4.86  -0.03
C  3.35  -1.90  2.08
C  -3.59  1.59  0.26
H  3.38  -7.46  4.77
H  3.91  -8.22  2.52
H  3.95  -2.22  1.22
O  1.99  -1.78  1.69
C  -4.97  0.73  0.17
H  -9.86  3.81  -1.83
C  -2.69  3.11  -2.37
C  4.63  -6.15  2.58
C  4.04  -5.05  3.41
C  7.99  0.41  -1.67
O  -3.44  -1.07  -3.40
H  -1.93  5.87  0.08
H  -6.23  3.22  1.28
O  -0.64  -0.29  -2.55
C  2.88  -6.93  3.95
H  2.82  -7.01  1.81
H  -0.95  1.46  -3.82
P  -3.82  0.60  -3.12
O  4.44  -3.90  3.45
C  1.43  -0.70  2.33
H  7.84  0.44  1.17
C  3.75  -0.53  2.57
H  -1.57  1.56  -0.21
C  -8.41  1.83  -2.33
H  2.40  1.08  3.04
H  -2.90  0.86  -5.18
C  -8.11  3.73  -0.16
O  -5.18  -0.51  0.64
O  3.00  -5.53  4.17
H  -3.08  -1.06  -0.82
H  -0.25  1.83  -2.07
H  0.21  -0.46  -0.52
Cl  -4.50  3.64  -2.47
H  2.35  -0.29  4.20
C  -2.50  1.51  -2.06
C  -0.73  -0.77  -1.16
C  -0.99  1.13  -2.68
H  -3.21  1.49  1.38
O  0.26  -0.39  2.26

**Calculated total energy**: -84911.42809 eV
**2S+1**: 1
**Total charge**: +1

Mulliken charges, unit e, in atom order: atom 1 (C): -0.319, atom 2 (Cl): -0.164, atom 3 (H): 0.336, atom 4 (C): -0.495, atom 5 (C): -0.407, atom 6 (H): 0.243, atom 7 (C): -0.217, atom 8 (C): -0.582, atom 9 (C): -0.118, atom 10 (C): 0.469, atom 11 (C): -1.013, atom 12 (H): 0.324, atom 13 (N): -0.008, atom 14 (H): 0.299, atom 15 (H): 0.689, atom 16 (C): -0.093, atom 17 (H): 0.400, atom 18 (O): -0.537, atom 19 (H): 0.387, atom 20 (H): -0.514, atom 21 (H): 0.319, atom 22 (H): 0.289, atom 23 (H): 0.254, atom 24 (H): 0.391, atom 25 (H): 0.253, atom 26 (H): 0.279, atom 27 (H): 0.297, atom 28 (C): 0.086, atom 29 (H): 0.329, atom 30 (H): 0.269, atom 31 (O): -0.358, atom 32 (H): -0.084, atom 33 (O): -0.560, atom 34 (C): 0.510, atom 35 (C): -0.510, atom 36 (H): 0.322, atom 37 (H): 0.135, atom 38 (H): 0.076, atom 39 (H): 0.215, atom 40 (C): -0.253, atom 41 (C): 0.495, atom 42 (H): 0.279, atom 43 (H): 0.314, atom 44 (H): 0.362, atom 45 (O): -0.353, atom 46 (C): 0.042, atom 47 (H): 0.317, atom 48 (C): -0.560, atom 49 (C): -0.366, atom 50 (C): 0.575, atom 51 (C): -0.442, atom 52 (O): -0.582, atom 53 (H): 0.345, atom 54 (H): 0.277, atom 55 (O): -0.322, atom 56 (C): -0.449, atom 57 (H): 0.267, atom 58 (H): 0.420, atom 59 (P): 0.314, atom 60 (O): -0.663, atom 61 (C): 0.516, atom 62 (H): 0.282, atom 63 (C): -0.129, atom 64 (H): 0.623, atom 65 (C): -0.511, atom 66 (H): 0.319, atom 67 (H): 0.365, atom 68 (C): -0.454, atom 69 (O): -0.527, atom 70 (O): -0.353, atom 71 (H): 0.337, atom 72 (H): 0.283, atom 73 (H): 0.187, atom 74 (Cl): -0.017, atom 75 (H): 0.286, atom 76 (C): -0.341, atom 77 (C): -0.353, atom 78 (C): -0.626, atom 79 (H): 0.513, atom 80 (O): -0.610


[5]
ORCA calculation (ωB97M-V/def2-TZVPD) on 3 unconnected molecules or ions with the total composition C2H11N2O2 in a non-equilibrium geometry.

Geometry (Å):
H  -0.53  -1.59  0.12
N  0.45  0.04  -0.53
O  0.42  -1.39  -3.24
O  1.08  2.95  -0.27
H  -1.02  -1.29  3.41
C  -0.49  -0.11  1.69
H  0.47  1.05  -0.62
N  -1.34  -1.07  2.46
C  -0.25  -0.58  0.42
H  -0.50  0.92  2.01
H  -0.01  -2.11  -2.75
H  0.94  -0.49  -1.23
H  -1.37  -2.00  2.04
H  1.15  -1.84  -3.65
H  -2.31  -0.76  2.39
H  1.70  3.59  -0.60
H  0.45  3.33  0.32

**2S+1**: 1
**Total charge**: +1
**ΔE to the lowest compared entry with this formula, charge and spin**: 2.012 eV

Mulliken charges, unit e, in atom order: atom 1 (H): 0.193, atom 2 (N): -0.242, atom 3 (O): -0.660, atom 4 (O): -0.635, atom 5 (H): 0.355, atom 6 (C): -0.514, atom 7 (H): 0.178, atom 8 (N): -0.320, atom 9 (C): 0.102, atom 10 (H): 0.368, atom 11 (H): 0.318, atom 12 (H): 0.220, atom 13 (H): 0.338, atom 14 (H): 0.338, atom 15 (H): 0.361, atom 16 (H): 0.300, atom 17 (H): 0.301


[6]
ORCA calculation (ωB97M-V/def2-TZVPD) on a molecular structure, C10H7AsI2N3O3S4W in a non-equilibrium geometry.

Geometry (Å):
H  1.37  -0.26  2.33
W  -1.42  0.75  0.62
O  -0.81  0.96  2.53
H  2.74  -2.31  1.81
C  0.61  -0.62  -0.76
S  -1.71  -1.68  1.24
S  -3.31  -0.48  1.69
C  -0.03  1.84  3.07
C  0.26  -1.56  -3.34
N  0.75  2.58  2.18
As  -3.51  0.10  -0.58
N  0.37  2.67  0.83
H  -0.30  3.41  0.68
C  1.36  -1.74  -1.19
C  2.16  -2.34  -0.21
H  2.75  -3.22  -0.45
H  0.11  -1.94  -4.34
I  -1.97  0.36  -4.08
C  -0.30  0.06  -1.66
H  1.20  2.78  0.26
H  1.17  3.40  2.60
I  2.36  -3.68  -3.34
S  -2.62  2.68  0.90
C  1.39  -0.69  1.33
S  -5.42  0.25  -1.23
O  0.12  2.00  4.27
O  -0.80  1.19  -1.23
C  2.16  -1.84  1.03
N  0.67  -0.10  0.48
C  -0.51  -0.44  -2.90
C  1.18  -2.16  -2.54

**2S+1**: 3
**Total charge**: -1
**ΔE to the lowest compared entry with this formula, charge and spin**: 0.625 eV
**Expectation value of S²**: 2.02

Mulliken charges, unit e, in atom order: atom 1 (H): 0.320, atom 2 (W): 1.326, atom 3 (O): -0.633, atom 4 (H): 0.403, atom 5 (C): 0.048, atom 6 (S): -0.304, atom 7 (S): -0.273, atom 8 (C): 0.544, atom 9 (C): -0.260, atom 10 (N): -0.151, atom 11 (As): 0.356, atom 12 (N): -0.532, atom 13 (H): 0.326, atom 14 (C): 0.596, atom 15 (C): -0.739, atom 16 (H): 0.213, atom 17 (H): 0.311, atom 18 (I): 0.084, atom 19 (C): 0.883, atom 20 (H): 0.272, atom 21 (H): 0.257, atom 22 (I): 0.037, atom 23 (S): -0.452, atom 24 (C): -0.122, atom 25 (S): -0.461, atom 26 (O): -0.732, atom 27 (O): -0.623, atom 28 (C): -0.963, atom 29 (N): 0.071, atom 30 (C): -0.648, atom 31 (C): -0.154